Record 1
C26H36N2O2 | ωB97M-V/def2-TZVPD

Structure (XYZ):
```
66
Properties=species:S:1:pos:R:3:forces:R:3:mulliken_charge:R:1
C -3.05122 -1.69004 -1.87194 0.050 -0.004 0.005 -0.89
N -2.05879 -0.88064 -2.54274 -0.159 0.045 0.075 0.25
C -2.46548 -0.58558 -3.90129 0.129 -0.121 -0.037 -1.05
C -1.71704 0.31776 -1.79120 0.162 0.028 0.044 -0.71
C -0.24177 0.74614 -1.94918 -0.262 -0.055 -0.138 1.84
C 0.68764 -0.44694 -2.22811 0.019 -0.035 0.102 -1.46
C 0.88063 -1.33645 -0.99979 0.176 0.271 -0.195 0.07
C 1.94241 -0.80638 -0.03454 -0.020 -0.214 -0.028 -0.11
C 1.90777 -1.54607 1.30657 -0.017 0.057 -0.090 -1.60
C 1.06694 -0.85311 2.40290 0.355 0.255 0.147 1.25
C 1.88788 0.26135 3.10405 -0.017 -0.032 -0.139 -1.66
N 1.43285 0.65049 4.41595 0.086 0.077 0.146 0.09
C 1.60252 -0.35454 5.44123 -0.022 0.112 -0.064 -0.96
C 0.11404 1.23327 4.43663 0.059 0.074 0.029 -0.83
C -0.19305 -0.24658 1.81918 0.142 -0.113 0.119 -0.16
O -0.17852 0.84591 1.28438 -0.093 -0.094 0.102 -0.61
C -1.45843 -1.01806 1.92108 -0.550 0.002 -0.160 0.87
C -1.50046 -2.40445 2.05218 0.116 0.198 -0.001 -0.07
C -2.71679 -3.06149 2.09254 -0.082 -0.130 -0.002 -1.00
C -3.90189 -2.34763 2.01521 0.016 -0.039 -0.006 -0.49
C -3.87075 -0.96819 1.88612 -0.056 0.027 0.006 -0.79
C -2.65816 -0.30995 1.83166 0.155 -0.001 0.031 -0.53
C -0.04615 1.80691 -3.01376 -0.086 -0.096 0.307 -0.49
O -0.92354 2.17784 -3.76179 0.045 0.007 -0.077 -0.61
C 1.32723 2.37616 -3.12122 0.309 0.393 -0.321 0.27
C 2.14111 2.62557 -2.01918 -0.169 -0.073 -0.083 0.35
C 3.40225 3.16522 -2.19440 0.105 0.052 0.053 -0.85
C 3.86909 3.45600 -3.46598 0.036 0.019 0.015 -0.33
C 3.06153 3.22321 -4.56709 0.045 0.020 -0.051 -0.62
C 1.79597 2.69622 -4.39430 -0.113 -0.080 0.098 -0.73
H -2.68460 -1.98212 -0.88811 -0.028 -0.030 0.095 0.12
H -3.22087 -2.59352 -2.45749 -0.069 -0.063 0.017 0.36
H -4.01749 -1.17466 -1.74522 -0.045 0.013 0.003 0.32
H -2.53324 -1.51726 -4.46406 -0.052 -0.018 -0.065 0.36
H -3.44074 -0.07642 -3.94574 -0.010 0.060 -0.008 0.36
H -1.72758 0.05825 -4.37088 -0.041 0.010 -0.099 0.27
H -2.35662 1.16700 -2.07670 -0.016 -0.067 0.096 0.64
H -1.89295 0.11401 -0.73407 0.017 0.002 -0.026 -0.34
H 0.05353 1.20346 -1.00004 0.039 0.030 -0.034 -0.41
H 1.66165 -0.08800 -2.56874 0.017 -0.045 -0.014 0.64
H 0.23858 -1.03681 -3.02656 0.084 0.048 -0.054 0.48
H -0.07507 -1.43725 -0.48592 -0.132 -0.138 0.040 -0.24
H 1.17845 -2.33538 -1.32778 -0.059 -0.071 0.080 0.40
H 1.79337 0.25868 0.13569 0.074 0.104 -0.046 -0.22
H 2.92566 -0.92664 -0.49444 0.003 0.040 -0.030 0.55
H 1.51303 -2.55079 1.13649 0.068 -0.068 -0.003 0.43
H 2.92239 -1.66159 1.69456 -0.051 -0.058 0.073 0.49
H 0.80281 -1.60343 3.15253 -0.049 0.047 -0.047 0.64
H 2.92506 -0.06848 3.20577 -0.024 -0.046 -0.080 0.52
H 1.87170 1.15307 2.47161 0.087 -0.093 -0.044 0.28
H 2.60732 -0.76867 5.37735 0.050 -0.063 0.047 0.33
H 1.48554 0.12111 6.41523 -0.005 -0.075 0.072 0.34
H 0.87527 -1.17869 5.37872 -0.010 -0.058 0.009 0.29
H 0.05914 2.02598 3.69272 -0.081 0.045 -0.022 0.23
H -0.06759 1.66184 5.42221 -0.096 -0.003 0.024 0.40
H -0.68551 0.50310 4.22423 -0.063 0.018 0.057 0.25
H -0.58829 -2.97954 2.09618 0.126 -0.040 0.036 0.32
H -2.74072 -4.13750 2.18308 0.000 -0.079 0.000 0.42
H -4.84777 -2.86716 2.05141 -0.078 -0.046 0.006 0.42
H -4.79181 -0.40846 1.82238 -0.077 0.048 0.001 0.42
H -2.61426 0.76433 1.72576 0.008 0.073 -0.028 0.42
H 1.78300 2.42700 -1.02095 -0.029 -0.085 0.127 0.45
H 4.02467 3.36198 -1.33368 0.037 0.024 0.070 0.42
H 4.85747 3.87151 -3.59709 0.077 0.028 -0.006 0.39
H 3.41731 3.45800 -5.55946 0.030 0.009 -0.078 0.39
H 1.15137 2.51713 -5.24212 -0.061 -0.001 -0.059 0.44
```
Positions in Å, forces in eV/Å.

molecular weight: 408.6 Da
HOMO-LUMO gap: 8.261 eV
multiplicity: 1
E: -34621.15845 eV
max |F|: 0.01155 hartree/bohr
SMILES: CN(C)C[C@@H](CCCC[C@@H](CN(C)C)C(=O)c1ccccc1)C(=O)c1ccccc1


Record 2
C26H36N4O2S | ωB97M-V/def2-TZVPD

Structure (XYZ):
```
69
Properties=species:S:1:pos:R:3:forces:R:3:mulliken_charge:R:1
C -4.14191 -0.12473 3.37122 3.187 -2.378 -8.585 -0.74
H -4.31190 0.08402 4.31226 -1.479 1.334 4.523 0.55
H -2.95029 -0.02343 3.17406 -2.667 -0.622 0.604 -0.02
H -4.48814 -1.15622 3.01166 0.915 0.787 1.317 0.23
C -4.78973 0.73124 2.19298 -5.178 5.982 17.404 -1.11
N -4.58751 0.54826 1.00814 -0.117 -2.592 -8.668 0.59
C -3.52453 1.01618 0.47913 6.134 4.332 -9.970 0.72
C -2.42955 1.81737 0.88527 -3.823 -2.542 7.539 -0.47
C -1.36162 2.33317 0.25626 3.666 0.778 3.757 -0.68
C -1.13371 2.13784 -1.03412 -0.379 2.713 -1.158 1.93
C -2.24192 1.73102 -1.70101 -3.178 -2.375 3.733 -1.39
C -3.40193 1.11369 -1.18585 1.460 -1.701 3.843 0.30
C -4.32862 0.10923 -1.98615 -1.937 9.637 5.271 -1.15
C -4.94645 -0.70050 -0.95700 2.412 -6.751 -4.727 -0.42
C -5.54796 -0.14377 0.12371 -3.333 -0.168 8.856 -0.77
H -6.44911 0.49333 0.09248 0.356 -0.141 -0.747 0.34
H -5.89052 -1.05653 0.98285 0.484 2.205 -2.919 0.37
H -4.23677 -1.56271 -0.62226 -0.868 1.442 -0.379 0.14
H -5.65466 -1.21539 -1.58512 -0.977 -0.857 0.434 0.45
H -5.15934 1.03838 -2.07425 1.286 -2.604 -1.087 0.23
H -3.95882 -0.14854 -2.86470 1.358 -1.857 -3.732 0.70
H -2.22523 1.51865 -2.63888 0.592 -0.626 -6.434 0.72
C 0.06901 2.78362 -1.65577 -2.157 -8.467 -3.542 -2.63
N 1.11963 1.79315 -1.34546 -5.317 -3.844 -7.058 0.31
C 2.14668 2.16284 -0.83324 7.520 -2.496 7.847 0.15
S 2.33360 3.50069 0.13422 0.186 1.105 -0.875 -0.48
N 2.99377 0.77222 -0.33052 1.034 11.729 0.390 0.22
C 4.24303 1.04597 0.30067 -2.462 -8.057 -2.407 -0.33
C 4.69905 1.85156 1.21165 0.761 6.349 2.827 -0.10
C 6.04042 1.65627 1.78404 -3.876 5.404 0.760 -0.52
C 6.68612 0.60843 1.52333 1.125 -6.625 -2.060 -0.77
C 6.09042 -0.54508 0.68141 3.738 3.918 3.975 -0.31
C 4.93293 -0.29734 0.20472 -3.396 -1.010 -3.699 0.60
O 4.26512 -1.40597 -0.63469 -0.421 6.203 2.374 -0.40
C 4.90754 -2.57114 -0.81065 9.853 3.545 8.226 -1.02
H 4.33772 -2.87414 -1.44323 -6.541 -6.029 -6.930 0.56
H 5.94478 -2.36133 -1.46071 -1.871 -0.888 2.133 0.22
H 5.06603 -3.03501 0.39000 -0.158 0.280 -3.946 0.31
H 6.64186 -1.40480 0.71981 0.994 -2.191 -0.418 0.54
H 7.51403 0.46861 2.14770 1.705 -0.805 0.117 0.34
H 6.51238 2.41470 2.46356 -0.953 -0.634 -0.704 0.31
H 4.12388 2.89713 1.45701 1.685 -3.190 -0.600 0.02
H 2.56767 -0.00299 -0.61339 -0.869 -4.457 -1.162 0.72
C 1.14763 0.43358 -2.34257 3.510 4.436 -2.656 -1.14
H 0.62599 0.92044 -3.39044 1.325 -1.808 3.001 0.41
H 2.38760 0.22295 -2.59275 -3.665 0.901 0.728 0.21
C 0.51412 -0.75534 -1.77887 -1.843 4.077 2.351 -0.14
N 1.20337 -1.32332 -0.58631 -1.481 15.278 -3.334 0.66
C 1.25065 -2.53051 -0.70416 -5.923 -10.130 12.374 -2.86
C -0.23110 -3.27234 -0.25698 6.710 -4.210 -4.607 -0.70
O -0.62154 -2.85720 0.87140 -2.119 2.144 5.735 -0.37
C -0.82409 -1.46357 0.86898 0.412 1.508 3.074 0.22
C 0.63773 -0.68745 0.52581 -1.224 -7.605 6.278 -0.94
H 0.31169 0.23702 0.68533 -0.104 4.501 -0.902 0.37
H 1.28504 -1.01149 1.54370 -1.435 0.941 -2.695 0.27
H -1.17722 -1.15880 2.12388 0.899 -0.760 -4.191 -0.08
H -1.64137 -1.30045 0.11031 0.575 0.587 0.814 0.07
H -0.02902 -4.40860 -0.15419 -0.420 1.636 -0.613 0.39
H -0.78794 -3.05284 -1.10190 -2.212 0.301 -1.704 0.36
H 1.78115 -2.97333 -1.26121 6.294 -5.359 -9.972 1.90
H 2.00047 -2.93069 0.10729 -1.337 0.470 0.184 0.49
H 0.48713 -1.41570 -2.51517 -0.019 -3.256 -3.212 1.14
H -0.55953 -0.34947 -1.70246 0.955 -1.302 0.880 -0.43
H 0.22982 3.60198 -1.19082 1.532 5.910 2.235 1.12
H -0.07474 2.67549 -2.74864 0.257 1.268 0.423 0.30
H -0.49841 2.73686 0.95239 -1.855 -0.527 -1.509 0.12
H -2.44977 1.80603 2.13408 0.577 0.637 -3.288 -0.05
H -4.40401 2.03265 2.72770 -1.171 -3.059 -2.111 0.25
H -6.03910 0.82617 2.54450 3.265 -0.417 -1.405 0.20
```
Positions in Å, forces in eV/Å.

molecular weight: 468.7 Da
HOMO-LUMO gap: 7.738 eV
multiplicity: 1
E: -48411.18451 eV
max |F|: 0.37179 hartree/bohr


no.,HOMO level (eV)
1,-8.2
2,-7.4